# C33H66BInNO7

C33H66BInNO7 as an isolated structure (wB97M-V/def2-TZVPD, the OMol25 dataset).

Values from the calculation:
largest force on an atom: 6.38 eV Å⁻¹
total energy: -2093.1166 Eh
frontier orbital gap: 6.24 eV
net charge: -1

Last column: Mulliken charge in e.
Atoms and positions in Å:
C 0.13261 -2.20286 4.17070  -0.694
C 1.70505 -1.99942 3.92407  -0.433
C 2.12434 -1.83520 2.38445  -0.904
C 1.40739 -0.61119 1.62271  1.234
C 1.28969 -1.05734 0.05933  -0.798
C 0.11341 -2.11246 -0.20773  -0.579
C -1.37072 -1.56182 0.07290  -0.081
C -2.34421 -2.11938 -1.08910  -0.484
C -3.21475 -0.97934 -1.81956  -1.190
In -1.97640 0.63172 -2.83086  1.090
C -0.71442 1.86073 -1.39964  -0.122
C 0.44218 2.72701 -2.10554  0.316
C -0.08977 3.87600 -3.09110  -0.552
C -1.03561 4.96779 -2.39418  -0.556
C -0.23911 6.13288 -1.61650  -0.929
C 0.43913 5.61124 -0.23668  0.677
C 2.02921 5.74963 -0.39213  -0.655
C 2.90039 5.02093 0.74812  -1.030
C 2.16642 3.81322 1.50308  0.298
C 1.20301 4.29014 2.72490  -0.912
C -0.21028 3.48456 2.72323  0.071
C -0.11129 2.30647 3.81630  -0.235
N -1.32904 2.13624 4.65840  0.324
C -2.67945 2.32159 4.17930  -0.291
C -3.51399 1.99124 5.45081  -0.509
C -2.55333 1.62672 6.64715  -0.578
C -1.11390 1.76504 6.04647  -0.285
B -0.80910 -0.21578 -4.60738  -0.260
O -1.55258 -1.06917 -5.55453  -0.600
C 0.76359 0.06041 -4.93509  -0.317
C 1.75238 -0.51104 -3.78570  -0.483
H -0.21902 -3.29480 4.03525  0.184
H -0.06686 -1.91974 5.27382  0.247
H -0.54196 -1.52033 3.55042  0.140
H 2.09384 -1.13314 4.57710  0.275
H 2.22909 -2.95803 4.30887  0.253
H 3.26225 -1.64099 2.34611  0.256
H 1.95556 -2.78915 1.76960  0.394
H 2.04046 0.35757 1.63931  0.072
H 0.38059 -0.33786 2.03652  -0.790
H 2.28281 -1.61501 -0.15944  0.379
H 1.28964 -0.15237 -0.63895  0.026
H 0.26656 -2.51215 -1.28055  0.435
H 0.25010 -3.03746 0.47583  0.278
H -1.44873 -0.43147 0.19574  0.000
H -1.71604 -2.02646 1.07474  0.242
H -1.80735 -2.80424 -1.84850  0.248
H -3.10747 -2.81388 -0.55936  0.303
H -4.00557 -0.49775 -1.14222  0.243
H -3.79755 -1.51265 -2.66648  0.272
H -3.18393 1.79644 -3.55430  -0.413
H -0.25782 1.26171 -0.53446  -0.561
H -1.44388 2.61283 -0.90067  0.119
H 1.11033 3.20562 -1.29898  -0.224
H 1.15468 2.05564 -2.72504  -0.155
H 0.81502 4.41782 -3.52970  0.318
H -0.73105 3.36610 -3.90817  0.188
H -1.60214 5.49925 -3.25123  0.393
H -1.86279 4.51565 -1.73118  0.161
H 0.55324 6.63915 -2.26234  0.318
H -1.03304 6.91804 -1.31478  0.287
H 0.11990 6.31146 0.61588  0.458
H 0.05827 4.55019 -0.07517  -0.523
H 2.26060 6.88134 -0.30149  0.351
H 2.37451 5.46046 -1.44970  0.251
H 3.34373 5.79904 1.46562  0.298
H 3.81243 4.55421 0.20747  0.302
H 3.00545 3.17690 1.98606  0.359
H 1.63991 3.12465 0.76217  -0.326
H 1.73979 4.26502 3.72956  0.503
H 0.93768 5.39557 2.50850  0.284
H -0.28071 2.98046 1.68440  -0.244
H -1.11774 4.16286 2.84373  0.419
H 0.02619 1.32337 3.22533  -0.211
H 0.82955 2.42022 4.45252  0.336
H -3.02040 2.60227 3.13666  0.387
H -4.65466 1.99404 5.47456  0.303
H -2.86089 1.32743 7.69867  0.322
H -0.11374 1.60896 6.58569  0.312
H -1.80637 -0.44081 -6.27938  0.259
H 1.01321 -0.50822 -5.91563  0.108
H 0.95441 1.17476 -5.10111  0.249
H 1.11829 -0.64372 -2.83205  -0.188
H 2.58255 0.26279 -3.57964  0.243
H 2.27583 -1.48990 -4.08363  0.321
C -0.56605 -3.42963 -8.07528  -0.557
O 0.19971 -3.99055 -9.14434  -0.329
C 1.52235 -3.78748 -9.04143  0.753
O 2.08237 -3.19413 -8.15375  -0.530
O 2.11600 -4.36260 -10.10369  -0.336
C 3.53439 -4.22389 -10.12492  -0.613
H -1.61647 -3.65469 -8.26273  0.287
H -0.28247 -3.87828 -7.12126  0.281
H -0.44662 -2.34500 -8.04221  0.261
H 3.98181 -4.70412 -9.25183  0.287
H 3.81801 -3.17019 -10.17380  0.289
H 3.90471 -4.72306 -11.02123  0.213
C 0.27632 -4.87653 7.00808  -0.579
O -0.64961 -5.40747 6.06224  -0.222
C -1.57983 -6.21558 6.59550  0.753
O -1.68061 -6.50868 7.76219  -0.547
O -2.37897 -6.64101 5.60300  -0.298
C -3.42264 -7.51509 6.02656  -0.629
H 0.97853 -4.24026 6.46802  0.067
H -0.23997 -4.26564 7.75185  0.322
H 0.83844 -5.67949 7.49038  0.340
H -4.08652 -7.00955 6.73129  0.286
H -3.00855 -8.42366 6.46955  0.287
H -4.00192 -7.79356 5.14564  0.222

# C33H66Br2ClF2O11PS5Si

A 6-piece molecular cluster, C33H66Br2ClF2O11PS5Si overall (wB97M-V/def2-TZVPD, the OMol25 dataset).

Values from the calculation:
largest force on an atom: 1.71 eV Å⁻¹
total energy: -10554.2309 Eh
frontier orbital gap: 9.08 eV
relative energy (zero: lowest compared OMol25 entry of this formula, charge and spin): 0.0 kcal/mol

Last column: Mulliken charge in e.
Atoms and positions in Å:
C 0.22708 -3.56544 6.48236  -0.843
C -0.66054 -2.46444 7.04165  -0.372
O -1.40983 -1.81501 6.03253  -0.398
C -2.45089 -2.59268 5.48559  -0.754
C -2.13798 -3.15058 4.07124  -0.008
O -0.86272 -2.81307 3.58705  -0.261
C -0.77945 -1.50259 3.08294  -0.934
C 0.20563 -1.42454 1.95380  -0.020
O 1.52348 -1.61139 2.42738  -0.326
C 2.49285 -1.13349 1.53689  -0.700
C 2.93793 0.25839 1.94295  0.552
O 2.32238 0.88913 2.71769  -0.474
O 4.14972 0.63808 1.40925  -0.363
C 4.24014 1.82149 0.56552  1.572
C 3.93133 3.05062 1.47312  -0.808
Br 4.73063 2.89373 3.25530  -0.046
C 4.17755 4.50859 1.07077  -0.114
C 5.59969 4.96887 0.76898  -1.425
Br 2.87621 5.19258 -0.21994  -0.081
P 6.04659 1.41105 0.01712  -0.228
O 6.90715 1.87616 1.30492  -0.483
Cl 6.70561 2.82738 -1.31976  -0.279
C 3.24971 1.61290 -0.60284  0.535
F 3.19908 0.27901 -0.86887  -0.405
F 2.00897 1.98847 -0.17873  -0.307
C 3.58579 2.29688 -1.92043  -0.787
C 2.43306 2.29313 -2.93549  -1.186
Si 2.24904 3.88434 -3.96757  -0.430
C 3.81386 4.92167 -3.99197  -0.959
C 1.90734 3.34702 -5.73960  -1.028
C 0.76463 4.84148 -3.31642  0.987
C 0.24833 5.88981 -4.10178  -0.267
C -0.86294 6.61352 -3.66875  -0.683
C -1.50058 6.31082 -2.46824  -0.525
C -0.99455 5.27907 -1.67396  -0.881
C 0.12961 4.56438 -2.09931  -0.103
H 0.77956 -3.17553 5.63752  0.125
H 0.89656 -3.94279 7.25257  0.421
H -0.39129 -4.40014 6.16059  0.233
H -0.03334 -1.71244 7.51307  0.332
H -1.34629 -2.83484 7.80935  0.324
H -3.36957 -2.01142 5.48130  0.363
H -2.63862 -3.44388 6.14644  0.439
H -2.18877 -4.23751 4.08679  0.301
H -2.92935 -2.82851 3.39324  0.072
H -0.48288 -0.78303 3.84926  0.253
H -1.75035 -1.16243 2.71327  0.513
H -0.05772 -2.18880 1.21505  0.252
H 0.07824 -0.44106 1.49544  0.258
H 2.08251 -1.10950 0.52955  0.337
H 3.33251 -1.82611 1.53383  0.420
H 2.87041 3.01042 1.68784  0.794
H 3.87632 5.05377 1.95335  0.587
H 5.74862 5.94954 1.21156  0.373
H 6.35472 4.31119 1.18316  0.365
H 5.73121 5.11419 -0.29635  0.243
H 6.93491 1.15107 1.94253  0.354
H 4.04081 3.26935 -1.78734  0.078
H 4.37432 1.67826 -2.34345  0.617
H 1.46004 2.08136 -2.50010  0.610
H 2.61279 1.50452 -3.66201  0.475
H 4.09970 5.23190 -2.99199  0.219
H 3.62435 5.80641 -4.59719  0.405
H 4.61890 4.38596 -4.49069  0.327
H 0.90450 2.93945 -5.82535  0.253
H 2.59285 2.54542 -6.00935  0.380
H 2.03519 4.19027 -6.41144  0.301
H 0.72599 6.10043 -5.04632  0.233
H -1.22997 7.41322 -4.29711  0.402
H -2.36602 6.86156 -2.13509  0.396
H -1.47304 5.04428 -0.73577  0.458
H 0.50828 3.77037 -1.46986  0.358
C -6.77969 -4.27494 2.76723  -0.997
S -5.59142 -3.85396 1.49958  0.651
O -4.63021 -2.87607 2.08991  -0.713
C -6.73521 -2.92090 0.47610  -1.136
H -6.25842 -4.83380 3.54216  0.373
H -7.20681 -3.36609 3.18949  0.359
H -7.56522 -4.89308 2.33967  0.333
H -7.15785 -2.10026 1.05566  0.345
H -7.52452 -3.58477 0.12438  0.397
H -6.18062 -2.52644 -0.37303  0.325
C -2.76314 3.07957 -7.89530  -0.982
S -2.55793 4.40002 -6.69307  0.404
O -1.10197 4.65897 -6.57481  -0.483
C -3.02152 3.42828 -5.25525  -0.773
H -2.47507 3.46803 -8.86966  0.336
H -2.12107 2.23990 -7.62848  0.292
H -3.80813 2.77020 -7.91890  0.377
H -2.35884 2.56684 -5.16821  0.265
H -4.05846 3.10615 -5.35342  0.409
H -2.91467 4.06382 -4.37748  0.173
C -10.47001 -7.32689 3.59291  -0.942
S -11.00279 -5.61962 3.42879  0.423
O -9.78507 -4.81414 3.14316  -0.539
C -11.39372 -5.37404 5.16413  -0.948
H -10.13572 -7.66810 2.61559  0.313
H -9.64690 -7.38620 4.30493  0.305
H -11.30952 -7.93695 3.92592  0.384
H -10.50762 -5.56673 5.76884  0.299
H -12.20528 -6.04309 5.44967  0.382
H -11.70960 -4.34112 5.29218  0.309
C -2.13263 -6.64400 1.04480  -0.503
S -3.77101 -6.85253 0.33977  0.618
O -4.60001 -7.55399 1.35475  -0.627
C -3.29400 -8.07728 -0.88789  -1.015
H -2.21214 -5.94023 1.87124  -0.150
H -1.76639 -7.60403 1.40909  0.363
H -1.46157 -6.24024 0.28685  0.359
H -2.85147 -8.94149 -0.39211  0.301
H -2.58408 -7.63181 -1.58479  0.338
H -4.19112 -8.38005 -1.42352  0.330
C 11.07669 2.22165 -4.43168  -0.874
S 10.96947 3.41047 -3.08728  0.534
O 12.35942 3.76425 -2.70732  -0.631
C 10.36665 2.24464 -1.86115  -0.829
H 11.47899 2.73711 -5.30098  0.310
H 11.74148 1.40647 -4.14588  0.290
H 10.08061 1.84172 -4.65961  0.311
H 11.07937 1.42697 -1.75066  0.403
H 9.39363 1.86382 -2.17008  0.196
H 10.26513 2.77366 -0.91593  0.301

# C33H66BrIN4O10P

A 3-piece molecular cluster, C33H66BrIN4O10P overall (wB97M-V/def2-TZVPD, the OMol25 dataset).

Values from the calculation:
largest force on an atom: 1.52 eV Å⁻¹
total energy: -5481.5116 Eh
frontier orbital gap: 7.31 eV
net charge: -1

Last column: Mulliken charge in e.
Atoms and positions in Å:
C -0.40770 -1.21793 3.61981  -1.207
C 1.11519 -1.15387 3.42235  -0.284
C 1.64066 0.21117 2.97220  -0.913
O 1.97547 0.20388 1.60676  0.287
C 3.33135 0.35527 1.31243  -2.620
C 3.49843 0.53867 -0.20353  2.470
C 5.02030 0.75940 -0.50172  -1.186
I 6.12667 -1.04939 -1.02755  -0.017
C 5.85058 1.43808 0.59317  -0.539
C 7.15405 2.04604 0.05328  -1.407
C 2.92662 -0.66752 -1.00485  -0.597
C 2.92397 -2.18952 -0.54057  -0.375
O 3.25103 -2.91735 -1.48450  -0.698
O 2.45613 -2.45368 0.55348  -0.625
N 1.51431 -0.44613 -1.49861  -0.023
C 0.39191 -0.58239 -0.52347  -1.062
C 1.33370 0.77824 -2.35716  -0.567
C 1.37204 0.27167 -3.79630  -2.335
O 2.59317 -0.39898 -3.99629  0.184
C 2.53884 -1.76010 -4.39880  -0.437
C 3.92576 -2.20264 -4.91046  -0.987
O 4.95087 -1.33089 -4.51105  -0.219
C 5.48384 -0.50315 -5.52529  -0.224
C 6.47020 0.46000 -4.88519  -0.708
C 2.28672 1.93450 -1.96393  1.937
C 3.46308 2.22916 -2.94528  0.014
C 3.18685 2.89261 -4.26407  -0.637
O 2.87100 4.03149 -4.41776  -0.593
O 3.41140 2.08136 -5.32604  -0.311
P 0.96012 3.34244 -2.08330  -0.280
O 0.15756 2.95961 -0.72266  -0.411
Br 1.88561 5.28713 -1.59563  -0.216
N 2.69626 1.73160 -0.58441  1.263
C 3.14625 3.00289 0.09648  0.208
O 2.44754 3.37446 1.02533  -0.787
O 4.14785 3.49086 -0.41574  -0.607
H -0.87370 -0.23714 3.52198  0.250
H -0.86822 -1.90162 2.89955  0.308
H -0.66654 -1.61448 4.60268  0.379
H 1.43424 -1.91089 2.70761  0.138
H 1.59441 -1.40999 4.37247  0.415
H 2.48439 0.52391 3.59510  0.319
H 0.86393 0.97339 3.11375  0.525
H 3.70417 1.22936 1.84684  0.741
H 3.91195 -0.52273 1.62841  0.362
H 5.13404 1.34510 -1.40508  0.324
H 6.11087 0.68034 1.33866  0.570
H 5.27590 2.20155 1.10468  0.351
H 7.24927 3.08831 0.36158  0.330
H 7.21624 1.98218 -1.03386  0.276
H 8.02470 1.51270 0.44334  0.360
H 3.48195 -0.71537 -1.94026  0.766
H 1.41269 -1.22921 -2.14450  0.883
H 0.56058 -1.46254 0.08579  0.457
H 0.33972 0.32548 0.06635  0.352
H -0.51775 -0.68177 -1.12249  0.303
H 0.30406 1.10648 -2.17796  0.365
H 1.21324 1.08743 -4.50854  0.354
H 0.52037 -0.41244 -3.93459  0.739
H 2.30212 -2.39231 -3.53328  0.260
H 1.78249 -1.88338 -5.18075  0.663
H 4.14742 -3.18642 -4.49138  0.346
H 3.89331 -2.29449 -6.00272  0.404
H 5.97584 -1.11899 -6.29156  0.449
H 4.67342 0.05328 -6.01016  0.167
H 6.46954 1.41193 -5.41798  0.296
H 6.15319 0.65296 -3.85993  -0.189
H 7.48209 0.05412 -4.87261  0.364
H 4.12106 2.89372 -2.37787  0.892
H 4.01463 1.30829 -3.14575  -0.635
H 2.94791 2.49101 -6.07384  0.318
H 0.39014 3.54317 0.02053  0.292
C -4.79268 0.54621 4.82328  -1.419
C -4.99427 -0.96157 4.83772  -0.422
N -4.45973 -1.59650 6.02819  0.191
C -4.34215 -3.03717 5.91546  -0.652
C -5.62628 -3.86088 5.75130  -1.049
C -4.96492 -1.08577 7.28842  -0.730
C -6.48210 -1.10974 7.52201  -0.963
H -3.74607 0.79705 4.99176  0.323
H -5.08819 0.94641 3.85246  0.376
H -5.39446 1.05207 5.57996  0.356
H -4.46861 -1.39102 3.98060  0.495
H -6.06504 -1.17822 4.68337  0.214
H -3.79368 -3.39931 6.78968  0.428
H -3.69330 -3.23782 5.05727  0.299
H -6.20728 -3.90699 6.67231  0.218
H -5.36814 -4.88632 5.47950  0.431
H -6.26443 -3.46285 4.96142  0.270
H -4.62412 -0.05246 7.39356  0.373
H -4.46433 -1.63403 8.09047  0.387
H -7.02795 -0.70081 6.67062  0.253
H -6.72656 -0.49647 8.39191  0.380
H -6.85799 -2.11352 7.71641  0.253
C -5.04513 0.47015 0.73427  -1.130
C -5.23619 -0.31137 -0.55850  -0.369
N -5.47665 0.54551 -1.70936  0.175
C -5.99600 -0.16401 -2.86051  -0.718
C -5.10493 -1.22010 -3.52820  -0.965
C -4.45899 1.54878 -2.00109  -1.344
C -3.02184 1.07911 -2.26725  -0.134
H -5.86888 1.16953 0.88657  0.334
H -5.01926 -0.21845 1.58035  0.162
H -4.10972 1.03028 0.74400  0.301
H -6.11876 -0.94781 -0.44837  0.498
H -4.38210 -0.99428 -0.69528  0.170
H -6.29006 0.57848 -3.60771  0.351
H -6.92500 -0.65059 -2.54508  0.413
H -4.28157 -0.77051 -4.08242  0.228
H -5.69629 -1.79995 -4.24004  0.402
H -4.68937 -1.91842 -2.80106  0.268
H -4.43984 2.25881 -1.17116  0.408
H -4.80717 2.12749 -2.85985  0.439
H -2.67822 0.37465 -1.51086  0.078
H -2.34227 1.93443 -2.24478  0.248
H -2.92075 0.61003 -3.24666  0.189

no.,highest occupied orbital energy (Ha)
1,-0.1502
2,-0.3172
3,-0.1902